Record 1
87
Properties=species:S:1:pos:R:3:forces:R:3:mulliken_charge:R:1 method="wB97M-V/def2-TZVPD" molar_mass_g_mol=931.42 gap_ev="5.6 / 4.7" e_tot_ha=-2883.7964 charge=0 de_lowest_kcal_mol=7.3 spin_multiplicity=6
Ru 0.142462 -0.521437 0.160059 0.3 0.2 -0.2 -0.39
N 9.339799 3.300827 -2.108853 -0.1 -0.1 0.0 -0.55
C 8.328386 2.797034 -1.891066 0.0 0.0 0.0 -0.06
C 7.055839 2.170901 -1.628290 0.0 0.0 0.0 0.56
C 6.184889 2.716038 -0.686670 0.0 0.0 0.0 -0.85
C 4.951772 2.129542 -0.466733 0.0 0.0 0.0 -0.01
C 4.556586 0.990401 -1.174172 0.0 0.0 0.0 -0.61
C 5.449284 0.442944 -2.097895 0.0 0.0 -0.1 -0.41
C 6.682874 1.027347 -2.329616 0.0 -0.1 -0.1 -0.91
C 3.206389 0.421936 -0.967415 -0.2 0.1 0.0 0.69
C 2.093406 1.251876 -1.281303 0.0 0.0 -0.2 0.01
C 2.127252 2.486103 -1.945137 0.1 -0.1 0.0 -0.25
C 0.801635 2.845045 -2.267758 -0.1 0.1 0.1 -1.67
C -0.007112 1.854627 -1.785678 0.3 -0.1 -0.2 -0.46
N 0.751916 0.866970 -1.170010 -0.1 -0.3 0.5 0.52
C 3.078460 -0.942013 -0.565277 -0.1 -0.2 -0.1 0.04
C 4.082350 -1.915372 -0.463098 0.1 -0.2 0.1 -0.59
C 3.479094 -3.099662 -0.000609 0.3 0.1 -0.1 -1.76
C 2.144982 -2.817387 0.188560 -0.1 0.2 0.2 -0.68
N 1.887843 -1.506572 -0.173459 0.2 -0.5 0.1 1.15
H 6.483682 3.594807 -0.129787 0.0 0.0 0.0 0.45
H 4.276066 2.542131 0.273029 0.0 0.0 0.0 0.55
H 5.157009 -0.434334 -2.661806 0.0 0.0 0.0 0.56
H 7.358568 0.611889 -3.066619 0.0 0.0 0.0 0.43
H 3.021750 3.029941 -2.208950 -0.1 -0.1 0.0 0.60
H 0.471490 3.740475 -2.776281 0.0 -0.1 0.0 0.47
H -1.077504 1.791008 -1.872464 -0.1 -0.1 0.1 0.51
H 5.131885 -1.758665 -0.661077 -0.1 0.0 0.0 0.69
H 3.964197 -4.041936 0.214518 0.0 0.1 0.0 0.48
H 1.416885 -3.419516 0.713233 -0.1 0.1 -0.1 0.43
N -0.171013 -2.433330 3.292905 0.0 0.0 -0.1 0.05
C 0.705306 -1.353838 3.292092 0.0 0.2 -0.1 0.01
N 1.557340 -1.097106 4.258246 0.2 0.1 0.2 -0.55
N 2.192525 0.028870 3.862044 -0.3 -0.2 -0.3 -0.83
N 1.744186 0.412717 2.710680 -0.1 -0.2 0.3 -0.50
N 0.768063 -0.445302 2.325444 0.1 0.4 -0.2 1.03
C -0.783153 -2.875531 2.170097 0.1 0.1 0.2 0.07
N -1.495560 -4.004889 2.082088 -0.1 -0.1 -0.1 -0.64
N -1.899699 -4.072921 0.818653 0.2 0.3 0.1 -0.76
N -1.491513 -3.027856 0.156289 0.0 -0.3 0.5 -0.38
N -0.756629 -2.244850 0.999108 -0.2 -0.1 -0.7 1.31
H -0.179163 -3.029546 4.102838 0.0 0.0 0.0 0.27
N -2.416831 -0.814137 -2.408809 -0.2 -0.1 0.1 0.02
C -3.462690 -0.130092 -1.781596 0.0 0.1 0.2 0.17
C -4.703635 -0.173918 -2.431664 -0.1 0.1 -0.1 -0.62
C -5.818264 0.441477 -1.907057 0.0 -0.1 -0.1 -0.74
C -5.731591 1.114403 -0.695543 -0.1 0.1 0.1 -0.98
C -4.524193 1.143439 -0.032633 0.0 -0.1 0.0 -1.13
C -3.362283 0.541953 -0.544438 0.1 -0.2 -0.1 0.53
P -1.886323 0.658590 0.569770 -1.0 0.4 0.0 2.91
C -2.683753 0.241249 2.161129 0.1 -0.2 0.0 0.87
C -2.763820 1.149450 3.210565 0.1 0.0 0.0 -0.32
C -3.431933 0.801068 4.378946 0.0 0.0 0.0 -0.69
C -4.009428 -0.452161 4.508727 0.0 0.0 0.0 -0.68
C -3.928175 -1.365767 3.463498 0.0 0.0 0.0 -0.63
C -3.273725 -1.018803 2.292834 -0.1 0.1 0.0 -0.75
C -1.518278 2.437305 0.725886 0.1 0.0 0.1 0.65
C -0.327354 2.773753 1.371762 -0.1 0.1 0.0 -0.54
C 0.014825 4.106933 1.546204 -0.1 0.0 0.0 -0.75
C -0.819728 5.106898 1.066299 0.0 0.0 0.0 -0.67
C -1.999234 4.774487 0.413793 0.0 0.0 0.0 -0.73
C -2.351175 3.443879 0.245010 0.0 -0.1 -0.1 -0.91
H -2.494507 -0.806021 -3.413694 -0.1 0.0 -0.1 0.34
H -1.506604 -0.503441 -2.148937 0.7 0.3 0.2 -0.11
H -4.770734 -0.706549 -3.376705 0.0 0.0 0.1 0.38
H -6.761083 0.391942 -2.438968 0.0 0.0 0.0 0.40
H -6.602034 1.596996 -0.269071 0.1 0.0 0.0 0.43
H -4.469764 1.638598 0.928598 0.0 0.0 0.0 0.57
H -2.300879 2.124002 3.123085 0.0 0.0 0.0 0.39
H -3.499885 1.514945 5.191430 0.0 0.0 0.0 0.43
H -4.522439 -0.721041 5.424278 0.0 0.0 0.0 0.40
H -4.375114 -2.348166 3.555956 0.0 0.0 0.0 0.45
H -3.251513 -1.717885 1.465099 0.0 0.0 0.0 0.55
H 0.345916 2.008994 1.736359 0.0 0.0 0.1 0.19
H 0.936430 4.360641 2.054726 0.0 0.0 0.0 0.49
H -0.548192 6.148335 1.194847 0.0 -0.1 0.0 0.38
H -2.643286 5.555113 0.028411 0.0 0.0 0.0 0.44
H -3.261856 3.189345 -0.283129 0.1 0.1 0.0 0.42
C -1.949459 -4.407837 -2.538558 0.0 -0.1 0.1 -1.07
Te -0.123874 -3.466516 -2.030779 0.0 -0.1 -0.4 0.85
C 1.054900 -5.054609 -2.837660 0.1 0.1 0.0 -1.07
H -1.953226 -5.419669 -2.135150 0.0 0.1 0.0 0.39
H -2.052594 -4.427959 -3.623926 0.0 0.0 0.1 0.44
H -2.739504 -3.818796 -2.080204 0.0 0.0 0.0 0.23
H 0.781073 -5.184277 -3.886251 0.0 0.0 0.1 0.35
H 0.874077 -5.975953 -2.287347 0.0 0.1 0.0 0.38
H 2.098916 -4.761558 -2.744949 0.0 0.0 0.0 0.32



Record 2
80
Properties=species:S:1:pos:R:3:forces:R:3:mulliken_charge:R:1 method="wB97M-V/def2-TZVPD" molar_mass_g_mol=860.07 gap_ev=4.9 e_tot_ha=-2758.5658 charge=+1 de_lowest_kcal_mol=0.0
Sn -0.152670 -1.021819 1.189225 -0.2 0.5 -0.8 0.73
C 1.656087 -3.569972 2.765552 -0.2 0.5 -0.1 -0.36
C 1.652899 -2.545288 3.720846 0.6 -0.5 -0.4 -0.70
C 2.314788 -1.364926 3.445143 0.2 0.2 -0.4 -0.34
C 2.880594 -1.136587 2.187347 -0.4 -0.5 0.8 -0.60
C 2.807429 -2.106993 1.210057 0.2 -0.3 -0.6 -0.26
C 2.217466 -3.339347 1.509949 0.0 0.3 0.8 -0.24
H 1.162875 -4.514900 2.978040 0.2 0.1 0.0 0.45
H 1.225746 -2.703291 4.687533 -0.3 -0.1 0.4 0.47
H 2.433009 -0.594165 4.186340 -0.2 0.1 0.3 0.42
H 3.364794 -0.202064 2.037208 0.4 0.6 -0.4 0.57
H 3.208537 -1.912339 0.208562 -0.1 -0.2 0.4 0.25
H 2.207399 -4.135461 0.804429 0.0 -0.3 -0.6 0.42
C -1.796023 -4.480936 0.451893 -0.3 -0.7 -0.6 -0.66
Te -2.899856 -2.866433 -0.335875 0.1 0.6 -0.4 0.05
C -4.331502 -3.492529 1.114841 0.3 0.2 0.4 -1.15
C -4.114605 -4.989183 1.217243 0.2 0.7 -0.3 0.78
C -5.139854 -5.835048 1.588792 -0.6 -0.4 0.1 -0.67
C -4.923784 -7.206449 1.574032 0.2 -0.1 0.2 -0.50
C -3.664473 -7.705598 1.244703 -0.7 -0.3 -0.1 -0.56
C -2.634637 -6.858567 0.878154 0.5 0.1 -0.2 -0.83
C -2.846195 -5.476142 0.859545 -0.4 -0.7 0.2 0.46
H -1.272529 -4.108840 1.299658 0.6 0.3 0.8 0.16
H -1.072813 -4.889073 -0.254323 -0.1 0.1 0.0 0.57
H -5.329827 -3.165156 0.853495 -0.2 -0.3 -0.3 0.51
H -4.103144 -2.976943 2.047943 0.2 -0.1 0.1 0.37
H -6.133403 -5.445096 1.853262 0.5 -0.1 -0.2 0.39
H -5.725353 -7.899888 1.818650 0.1 0.2 0.0 0.38
H -3.543700 -8.783291 1.224902 0.2 0.1 0.0 0.39
H -1.674447 -7.300176 0.564366 -0.5 0.4 0.2 0.37
N -2.451262 1.966154 -0.505894 1.0 -0.6 -0.8 -0.25
C -3.056920 1.732672 0.644839 0.4 -0.2 0.7 0.56
N -4.066363 2.553574 0.992197 0.2 -0.5 0.2 -0.45
S -2.566805 0.532227 1.752908 0.0 0.3 -0.2 -0.37
H -2.826702 2.666658 -1.123953 0.1 0.0 -0.1 0.21
H -1.665486 1.351087 -0.840265 -1.0 0.6 0.4 0.29
H -4.469932 3.143592 0.294875 -0.4 0.3 -0.1 0.20
H -4.601944 2.270296 1.797240 -0.1 0.2 -0.1 0.22
O 0.591138 -1.908037 -0.878947 0.1 0.5 -0.5 -0.60
C 0.138561 -0.939994 -1.570647 -0.4 -0.5 0.6 0.58
O -0.510501 -0.041045 -0.965412 -0.2 0.7 0.6 -0.41
C 0.253598 -0.872282 -3.038359 0.1 -0.3 0.2 0.13
C 0.439592 -2.089589 -3.665964 0.3 0.2 -0.8 -0.59
C 0.568399 -2.174526 -5.057572 -0.4 0.9 0.1 -1.09
C 0.509803 -0.987409 -5.748062 0.3 -0.3 0.6 0.70
O 0.604223 -0.779924 -7.086956 -0.1 -0.2 0.3 -0.47
C 0.895574 0.602188 -7.203138 0.3 0.1 -0.5 -0.17
O 0.494257 1.241573 -6.009992 -0.5 0.1 0.3 -0.48
C 0.399142 0.233460 -5.086316 -0.2 0.6 -0.2 0.67
C 0.181276 0.353870 -3.743208 0.3 -0.7 0.5 -0.74
H 0.542484 -2.970494 -3.069812 -0.1 -0.3 0.3 0.53
H 0.689736 -3.085074 -5.585576 0.1 -0.8 -0.2 0.50
H 0.341579 0.990475 -8.052942 0.1 0.2 0.0 0.24
H 1.979705 0.714123 -7.295466 0.0 0.1 -0.2 0.27
H 0.053596 1.289454 -3.202910 0.1 -0.2 -0.3 0.48
C 1.046320 1.110030 1.084280 -0.7 -0.4 0.0 -0.86
C 1.254666 2.327670 1.074404 -0.1 -0.4 0.1 -0.25
C 1.656077 3.624873 1.007557 0.6 0.9 0.0 0.95
C 2.706879 3.977784 0.043208 -0.9 -0.7 0.3 0.71
C 2.770786 5.264704 -0.471098 0.0 0.1 0.2 -0.33
C 3.771326 5.559729 -1.367483 -0.1 0.6 -0.5 -0.71
C 4.668153 4.599258 -1.776209 0.3 -0.5 0.2 -0.47
C 4.556343 3.280651 -1.314820 0.8 -0.1 -0.3 -0.73
C 3.553331 2.964626 -0.433314 0.0 -0.1 0.4 -0.49
C 1.119433 4.629001 1.938246 -0.2 -0.3 -0.7 0.41
C -0.217617 4.565777 2.332996 0.4 -0.3 0.1 -0.43
C -0.727310 5.425772 3.271538 -0.9 0.3 0.4 -0.58
C 0.086102 6.357010 3.904827 0.8 -0.1 -0.5 -0.55
C 1.412157 6.447197 3.469154 -0.2 0.3 -0.1 -0.70
C 1.911638 5.648620 2.449567 0.4 0.1 0.7 -0.25
H 2.020078 5.986216 -0.174632 0.2 0.1 -0.1 0.60
H 3.860946 6.541785 -1.807284 -0.1 0.2 0.1 0.42
H 5.466185 4.910671 -2.434671 0.1 -0.2 -0.1 0.41
H 5.302379 2.525118 -1.596955 -0.5 0.4 0.0 0.41
H 3.411930 1.954986 -0.045926 0.2 0.3 -0.1 0.37
H -0.834597 3.808916 1.904014 -0.4 -0.4 -0.2 0.56
H -1.792285 5.361219 3.493299 0.3 0.0 0.2 0.41
H -0.256096 7.013911 4.699817 -0.1 -0.2 -0.2 0.41
H 2.061884 7.189518 3.899326 0.1 0.1 0.2 0.41
H 2.951766 5.758454 2.167972 -0.1 -0.1 -0.1 0.50